Here is an isolated molecule of C3H7NO2 from the OMol25 dataset. Energies are from ωB97M-V/def2-TZVPD.

Output
electronic energy: -323.74119 Eh
SMILES: O=CNCCO
highest occupied orbital energy: -0.364 hartree
energy relative to the best compared isomer or geometry (same formula, charge and spin): 104.4 kJ/mol
LUMO: 0.70 eV

CARTESIAN COORDINATES (ANGSTROEM)
O: 0.187 -0.834 1.808
C: 0.496 0.446 1.327
C: 0.771 0.455 -0.166
N: -0.424 0.373 -0.992
C: -1.058 -0.784 -1.299
O: -1.064 -1.795 -0.618
H: -0.399 -1.268 1.162
H: 1.395 0.788 1.853
H: -0.309 1.174 1.527
H: 1.410 -0.400 -0.418
H: 1.299 1.364 -0.472
H: -0.787 1.212 -1.412
H: -1.518 -0.729 -2.298